Entry 1:
39
Properties=species:S:1:pos:R:3:mulliken_charge:R:1 method="wB97M-V/def2-TZVPD" e_lumo_ha=-0.124 energy_ha=-1194.46228 homo_ha=-0.232
C 2.4976 -2.3558 4.8428 -1.18
C 2.5674 -1.8179 3.4992 0.33
C 3.6527 -1.3959 2.7601 -0.51
C 3.1281 -0.9526 1.5067 -0.44
C 1.7477 -1.1263 1.5516 0.15
B 0.5325 -0.7418 0.4735 0.65
F 1.3688 -0.2356 -0.5193 -0.40
F -0.0369 -1.9877 0.2441 -0.35
F -0.1713 0.1824 1.2285 -0.38
O 1.4229 -1.6565 2.7714 -0.39
H 3.5111 -2.3978 5.2472 0.30
H 1.8933 -1.7238 5.5018 0.27
H 2.0839 -3.3694 4.8518 0.27
H 4.6905 -1.3970 3.0755 0.38
H 3.7147 -0.5531 0.6875 0.44
F -2.5865 3.9348 1.0295 -0.31
C -2.8688 2.6455 0.6429 0.13
C -3.9531 1.9981 1.2280 -0.45
C -4.2152 0.6833 0.8241 -0.54
C -3.3587 0.0220 -0.0460 -0.53
C -2.1684 0.6442 -0.5323 1.22
C -1.1465 -0.1491 -1.1638 -1.00
C -0.4616 0.2559 -2.3705 0.97
C -0.3811 -0.6227 -3.4911 -0.30
C 0.4771 -0.3540 -4.5534 -0.65
C 1.2195 0.8334 -4.5795 -0.33
C 1.0680 1.7636 -3.5454 -0.92
C 0.2528 1.4794 -2.4542 -0.13
C -2.0345 2.0397 -0.2884 -0.30
H -4.5684 2.5136 1.9596 0.46
H -5.0920 0.1666 1.2138 0.38
H -3.5634 -1.0083 -0.3506 0.41
H -1.3340 -1.2164 -1.1011 0.58
H -0.9827 -1.5350 -3.4756 0.38
H 0.5738 -1.0785 -5.3635 0.38
H 1.9136 1.0339 -5.3951 0.40
H 1.6103 2.7109 -3.5611 0.38
H 0.2389 2.1519 -1.5979 0.34
H -1.2421 2.6160 -0.7510 0.29



Entry 2:
43
Properties=species:S:1:pos:R:3:mulliken_charge:R:1 method="wB97M-V/def2-TZVPD" charge=+2 e_lumo_ha="-0.308 / -0.304" energy_ha=-4196.13210 s2=3.886 spin_multiplicity=4 homo_ha="-0.501 / -0.530"
Tc -1.7632 -2.5708 -1.7918 1.14
Br 4.5657 3.5816 -2.0718 -0.09
C 2.9691 3.5747 -0.9635 0.20
C 2.6804 2.4349 -0.1593 -0.74
C 1.5160 2.4564 0.5585 -0.12
C 0.6707 3.6201 0.5047 0.31
C 1.0244 4.7916 -0.2396 -0.36
C 2.1789 4.7270 -1.0087 -0.44
N -0.6400 3.5403 0.9204 -0.32
N -0.8965 2.5522 1.6786 -0.24
C -1.6192 1.5274 1.1898 -0.09
C -2.0320 0.6233 2.1761 -0.74
C -2.1128 -0.7325 1.9255 -0.67
C -2.0231 -1.1999 0.5971 1.26
O -2.2157 -2.4650 0.2557 -0.88
C -1.8244 -0.2151 -0.4774 0.11
N -1.9240 -0.6363 -1.8012 -0.36
C -1.7868 0.2509 -2.8092 -0.32
C -1.6310 1.5768 -2.5551 -0.89
C -1.6324 2.0752 -1.2611 -0.22
C -1.6361 1.1432 -0.2187 0.76
H 3.3616 1.5808 -0.1887 0.42
H 1.1762 1.5982 1.1344 0.51
H 0.3718 5.6565 -0.2551 0.49
H 2.5023 5.5396 -1.6449 0.46
H -2.0901 1.0113 3.1821 0.48
H -2.1722 -1.3972 2.7695 0.56
H -1.7948 -0.2223 -3.7860 0.50
H -1.5506 2.2136 -3.4240 0.46
H -1.6194 3.1421 -1.1027 0.73
S 0.2015 -3.2501 -1.8403 -0.43
C 0.6310 -3.5658 -0.1665 0.35
N 0.7079 -4.7933 0.2851 -0.06
C 1.1667 -4.8235 1.6529 -0.50
C 1.3731 -3.3245 1.9774 -0.36
N 1.1391 -2.6957 0.6946 0.10
H 0.4427 -5.6246 -0.2479 0.25
H 2.1054 -5.3883 1.7658 0.32
H 0.4355 -5.3118 2.3312 0.32
H 2.3889 -3.1616 2.3923 0.32
H 0.6722 -2.9594 2.7500 0.24
H 1.1468 -1.6760 0.5469 0.14
F -2.4634 -3.2038 -3.2749 -0.63